{
  "formula": "C3H2FGdO3",
  "method": "the ωB97M-V functional and the def2-TZVPD basis",
  "total_energy_ha": -1206.48728,
  "molar_mass_g_mol": 262.3,
  "gap_ev": [8.334, 7.913],
  "total_charge": 1,
  "spin_multiplicity": 9,
  "largest_force_ha_per_bohr": 0.063,
  "homo_ev": [-13.164, -13.241],
  "symbols": ["O", "C", "C", "H", "H", "F", "Gd", "O", "O", "C"],
  "coordinates": [[-1.67674, 0.71416, -0.14014], [-0.89168, 1.48221, -0.77080], [0.36942, 1.00085, -1.21239], [-1.05376, 2.57090, -0.76162], [1.03890, 1.57807, -1.84730], [0.20273, -0.31471, -1.67762], [-1.14683, -1.56584, 0.11955], [2.08985, 1.52842, 1.08893], [0.98817, -0.43662, 1.07210], [1.43994, 0.62348, 0.68344]],
  "forces_ev_per_angstrom": [[-0.40, -1.18, -0.57], [1.80, 0.34, 1.19], [-0.45, 0.75, -0.08], [-0.15, -0.31, 0.07], [-0.23, -0.25, 0.01], [0.22, -0.87, 0.45], [0.75, 1.63, 0.08], [-0.77, -0.93, -1.97], [-1.40, -1.23, -1.61], [0.65, 2.05, 2.42]],
  "mulliken_charge": [-0.534, 0.337, -0.510, 0.392, 0.373, -0.198, 1.080, -0.364, -0.428, 0.854]
}

---

{
  "formula": "C9H19ErIO3Si2",
  "method": "the ωB97M-V functional and the def2-TZVPD basis",
  "total_energy_ha": -2470.46101,
  "molar_mass_g_mol": 525.6,
  "gap_ev": [4.377, 4.472],
  "total_charge": 3,
  "spin_multiplicity": 4,
  "largest_force_ha_per_bohr": 0.112,
  "homo_ev": [-16.154, -16.154],
  "symbols": ["C", "C", "C", "O", "O", "C", "C", "C", "C", "C", "C", "Si", "O", "Si", "I", "H", "H", "H", "H", "H", "H", "H", "H", "H", "H", "H", "H", "H", "H", "H", "H", "H", "H", "H", "Er"],
  "coordinates": [[-2.97076, 1.97383, 5.54455], [-3.33754, 2.61344, 4.27132], [-3.46078, 1.58542, 3.02215], [-4.35726, 1.69074, 2.15745], [-2.47165, 0.53412, 3.00515], [-2.14003, 0.37076, 1.58979], [-0.73472, -0.42892, 1.35388], [-0.94245, -1.28728, 0.00274], [0.34852, -2.12115, -0.45633], [1.46243, -1.26599, -1.24786], [1.23892, -1.39129, -2.85757], [2.33387, -0.08338, -3.79043], [2.81030, 1.24454, -2.79297], [4.53203, 1.25689, -2.47764], [5.11408, -0.22482, -0.54558], [-3.72093, 1.80639, 6.40298], [-1.87362, 1.60700, 5.59562], [-3.48464, 3.74517, 4.17247], [-2.97084, -0.27084, 1.09955], [-2.09399, 1.35200, 0.99618], [-0.54928, -1.07730, 2.28580], [0.09331, 0.35479, 1.29097], [-1.79283, -2.03809, 0.23195], [-1.36834, -0.57571, -0.80082], [0.01826, -2.98929, -1.15418], [0.89316, -2.62343, 0.43132], [2.47995, -1.76904, -1.02537], [1.48877, -0.15552, -0.98416], [1.56914, -2.46850, -3.12569], [0.11779, -1.31835, -3.12214], [3.43538, -0.73282, -4.49850], [1.43522, 0.48513, -4.83088], [4.84054, 2.62480, -2.00719], [5.33378, 0.95000, -3.67857], [-1.27893, -1.35666, -4.10508]],
  "forces_ev_per_angstrom": [[-0.11, 0.64, -1.57], [0.63, -1.70, 1.13], [-1.35, -0.71, -2.63], [3.86, 0.19, 4.26], [-1.57, 3.58, -0.58], [0.55, -1.87, -2.37], [-1.12, 0.72, 0.52], [-0.02, -0.71, 1.13], [0.31, 0.11, -0.29], [-0.51, -0.74, -0.32], [0.94, -1.10, 1.15], [0.05, 1.95, 0.91], [0.90, -2.83, -1.34], [-0.36, 0.92, 1.05], [-0.31, 0.37, -0.90], [1.37, 0.86, -0.99], [-1.99, -0.19, -0.06], [-0.64, -1.73, 0.01], [1.22, 1.12, 0.95], [-0.17, -1.18, 1.30], [-0.19, 0.70, -1.66], [-0.96, -1.26, -0.06], [1.33, 1.16, -0.39], [0.76, -0.81, 0.72], [0.49, 1.23, 1.14], [-1.27, 0.87, -1.24], [-1.53, 1.19, -0.54], [0.04, -1.63, -0.07], [-0.75, 1.53, 0.12], [3.98, 0.13, 2.80], [0.11, -0.20, 0.20], [-0.45, -0.07, -0.07], [-0.21, -0.27, -0.10], [-0.35, -0.32, 0.06], [-2.67, 0.02, -2.27]],
  "mulliken_charge": [-0.248, -0.207, 0.772, -0.391, -0.251, -0.551, -0.569, -0.416, -0.783, -0.306, -0.750, 0.639, -0.283, 0.353, -0.006, 0.351, 0.327, 0.412, 0.280, 0.370, 0.332, 0.303, 0.451, 0.075, 0.292, 0.386, 0.198, 0.430, 0.669, -0.205, -0.005, -0.245, -0.063, -0.041, 1.681]
}

---

{
  "formula": "C4H11N4",
  "method": "the ωB97M-V functional and the def2-TZVPD basis",
  "total_energy_ha": -377.59153,
  "relative_energy_kj_mol": 617.6,
  "molar_mass_g_mol": 115.2,
  "gap_ev": 7.951,
  "total_charge": 1,
  "spin_multiplicity": 1,
  "largest_force_ha_per_bohr": 0.092,
  "homo_ev": -12.396,
  "symbols": ["C", "C", "C", "C", "N", "N", "N", "N", "H", "H", "H", "H", "H", "H", "H", "H", "H", "H", "H"],
  "coordinates": [[-0.39340, -1.02081, 0.61357], [0.93399, 0.08297, -0.58992], [1.88214, 0.71689, -1.22648], [2.12819, -1.07823, 1.29595], [1.03027, -0.90117, 0.39734], [-0.61201, 0.02647, -0.48588], [-2.62140, 0.20991, -1.42710], [-1.45699, 0.53892, -1.27615], [-0.80834, -2.02171, 0.52332], [-0.84379, -0.65750, 1.47423], [2.90735, 0.43242, -1.03793], [1.84280, 1.50441, -2.09135], [-1.04390, 3.89818, -2.36414], [1.83485, -1.99798, 1.93213], [2.98569, -1.34322, 0.66516], [2.45847, -0.20958, 1.93160], [-3.07330, -0.54760, -0.94335], [-3.19188, 0.68109, -2.07213], [-0.98439, 3.44766, -1.67433]],
  "forces_ev_per_angstrom": [[-0.16, -0.61, -1.04], [-1.17, -0.12, 1.00], [0.30, 2.34, -2.86], [0.28, -1.48, 1.20], [-1.52, 0.86, -0.79], [1.76, -0.41, -0.84], [-2.65, -2.04, 1.36], [4.62, 0.89, -0.05], [-0.04, -0.20, -0.90], [-0.35, 1.17, 2.10], [-0.04, -0.21, 0.33], [-0.59, -1.64, 2.00], [0.16, -1.30, 1.98], [0.89, 1.58, -0.79], [-0.06, -0.17, 0.38], [-0.83, -0.59, -0.51], [-0.07, -0.47, 0.52], [-0.40, 1.10, -1.11], [-0.16, 1.31, -1.99]],
  "mulliken_charge": [-0.378, 0.496, -0.932, -0.891, -0.023, 0.531, -0.322, -0.148, 0.317, 0.346, 0.259, 0.272, 0.159, 0.336, 0.328, 0.314, 0.232, 0.262, -0.158]
}

---

{
  "formula": "C6H34BNO9",
  "method": "the ωB97M-V functional and the def2-TZVPD basis",
  "total_energy_ha": -1005.37397,
  "relative_energy_kj_mol": 179.9,
  "molar_mass_g_mol": 275.1,
  "gap_ev": 8.543,
  "spin_multiplicity": 1,
  "largest_force_ha_per_bohr": 0.222,
  "homo_ev": -9.028,
  "symbols": ["C", "O", "C", "C", "N", "H", "H", "C", "C", "O", "C", "H", "H", "H", "H", "H", "H", "H", "H", "H", "H", "H", "H", "H", "H", "B", "H", "H", "H", "H", "O", "H", "H", "O", "H", "H", "O", "H", "H", "O", "H", "H", "O", "H", "H", "O", "H", "H", "O", "H", "H"],
  "coordinates": [[-8.19129, -3.33126, 61.09980], [-7.74333, -4.65010, 61.50606], [-7.22622, -4.72732, 62.77619], [-6.78002, -6.21469, 63.12985], [-6.06933, -6.28025, 64.36498], [-5.19592, -5.69356, 64.58061], [-6.73204, -6.11961, 65.20578], [-5.50201, -7.56288, 64.54316], [-5.04608, -7.65955, 65.91076], [-4.25735, -8.94342, 66.15374], [-3.59890, -9.06471, 67.38642], [-8.96501, -2.89958, 61.77279], [-8.73636, -3.05593, 60.19966], [-7.36032, -2.59505, 60.76123], [-7.95921, -4.25670, 63.50370], [-6.27651, -4.06310, 62.75487], [-6.06774, -6.38329, 62.19739], [-7.61532, -6.79058, 63.12717], [-4.41524, -7.77242, 64.01029], [-6.07287, -8.39836, 64.65428], [-5.87200, -7.73680, 66.57312], [-4.58848, -6.74676, 66.31908], [-3.25231, -10.13890, 67.53651], [-4.15939, -8.84161, 68.11799], [-2.60232, -8.41594, 67.31357], [-3.53806, -4.60452, 68.58278], [-4.73803, -4.71274, 68.06631], [-3.18066, -3.88462, 67.80462], [-3.69900, -4.00547, 69.58890], [-3.04932, -5.73621, 68.49171], [-0.96524, -3.10869, 70.68971], [-1.67453, -3.27635, 70.22379], [-0.46048, -3.96565, 70.57012], [-5.74656, -7.04727, 69.63829], [-5.90732, -6.57886, 70.40121], [-5.04838, -6.69642, 69.22098], [-1.95704, -6.90243, 65.07839], [-1.70389, -6.25993, 64.35007], [-2.15004, -6.39860, 65.80658], [-4.66954, -1.74282, 71.49209], [-4.38432, -1.91765, 72.26753], [-4.25585, -2.42771, 70.77722], [-4.83245, -3.87701, 65.39077], [-4.58141, -4.14549, 66.31115], [-5.22032, -3.04269, 65.48409], [-0.18038, -5.32445, 68.35503], [-0.25310, -4.66808, 67.68766], [-0.99780, -5.88249, 68.33082], [-2.23899, -2.73236, 64.89415], [-2.02610, -1.69620, 64.80776], [-2.74675, -3.25583, 65.50030]],
  "forces_ev_per_angstrom": [[0.79, 2.15, 0.24], [-1.54, 0.23, -2.50], [1.49, 1.91, 1.50], [2.35, 4.98, -4.76], [0.11, 0.61, 2.60], [-1.84, 0.76, -0.91], [1.18, 0.12, -1.52], [6.13, -2.09, -0.41], [2.73, -1.19, 4.70], [-1.85, 1.93, -2.09], [6.81, -1.24, -5.22], [1.21, -0.16, 0.60], [-0.47, -2.49, -0.99], [-0.44, -1.15, 1.93], [0.79, -0.73, -0.32], [-1.15, -0.97, 0.69], [-1.38, -0.49, 2.22], [-2.11, -2.20, 0.11], [-3.17, 0.74, 0.24], [-2.58, -2.16, -1.99], [-1.27, -0.25, 0.78], [0.96, -0.20, -0.27], [-0.56, 1.26, -0.58], [-4.09, 2.04, 5.66], [-2.02, -1.19, 0.63], [-2.50, -1.67, -0.62], [0.35, -0.34, 0.53], [1.79, 1.68, -1.85], [0.16, -0.11, 0.93], [0.09, 0.28, 0.40], [6.71, -0.46, 3.58], [-6.12, -1.13, -3.92], [-0.61, 1.55, 0.21], [-3.72, -4.15, -0.35], [-0.37, 1.75, 2.51], [4.13, 2.48, -2.24], [0.87, -0.88, -4.45], [-0.35, -1.08, 1.52], [-0.61, 2.14, 2.94], [-2.04, -0.18, -11.25], [3.41, -2.26, 8.21], [-1.38, 2.37, 2.97], [1.00, -2.73, 0.40], [-0.22, 0.24, -0.09], [-0.87, 2.04, 0.17], [-0.43, -1.82, 1.10], [-0.42, 0.84, -0.87], [0.86, 1.09, -0.07], [2.45, 2.90, -2.80], [-1.59, -4.06, 1.61], [-0.68, 1.26, 1.12]],
  "mulliken_charge": [-0.787, -0.352, -0.371, -0.587, 0.150, 0.336, 0.453, -0.790, -0.429, -0.404, -0.604, 0.308, 0.332, 0.285, 0.374, 0.282, 0.265, 0.409, 0.251, 0.343, 0.621, 0.294, 0.244, 0.409, 0.112, 0.760, -0.114, -0.305, -0.384, -0.438, -0.659, 0.260, 0.340, -0.648, 0.293, 0.260, -0.586, 0.314, 0.248, -0.646, 0.261, 0.336, -0.662, 0.069, 0.238, -0.636, 0.297, 0.278, -0.707, 0.311, 0.374]
}